94
Properties=species:S:1:pos:R:3 method="wB97M-V/def2-TZVPD" homo_lumo_gap_ev="5.97 / 5.36" spin_multiplicity=2 homo_energy_ha="-0.165 / -0.168" e_above_lowest_kcal_mol=43.1 total_charge=-1 s2=0.7566
In -0.050 -0.033 -1.435
O 1.910 -4.290 -1.603
C 0.807 -5.045 -1.423
C 0.972 -6.430 -1.457
C -0.112 -7.265 -1.277
C -1.385 -6.739 -1.059
C -1.550 -5.369 -1.025
C -0.470 -4.500 -1.205
C -0.669 -3.027 -1.175
O 0.377 -2.281 -1.186
N -1.920 -2.594 -1.143
N -1.948 -1.231 -1.205
C -3.062 -0.628 -1.304
C -3.068 0.835 -1.490
C -4.242 1.541 -1.668
C -4.169 2.910 -1.876
C -2.933 3.529 -1.893
C -1.804 2.752 -1.700
N -1.876 1.439 -1.519
H 1.628 -3.351 -1.505
H 1.970 -6.819 -1.620
H 0.034 -8.339 -1.304
H -2.235 -7.395 -0.923
H -2.524 -4.931 -0.851
H -3.994 -1.184 -1.295
H -5.191 1.020 -1.639
H -5.074 3.489 -2.013
H -2.839 4.597 -2.029
H -0.811 3.186 -1.678
C 2.280 -4.426 1.656
Sb 1.950 -2.294 1.527
C 3.456 -1.908 0.033
C 3.317 -1.827 3.194
C 2.630 -2.193 4.473
C 2.836 -3.443 5.064
C 2.061 -3.889 6.126
C 1.055 -3.073 6.625
C 0.896 -1.796 6.102
C 1.689 -1.321 5.054
C 1.582 0.114 4.634
Sb 0.269 0.760 2.959
C -1.481 0.138 4.029
C 0.486 2.770 3.663
H 3.176 -4.718 1.105
H 1.419 -4.964 1.258
H 2.387 -4.684 2.711
H 3.982 -2.829 -0.217
H 4.152 -1.166 0.425
H 2.981 -1.492 -0.857
H 3.530 -0.760 3.108
H 4.229 -2.398 3.014
H 3.626 -4.075 4.673
H 2.241 -4.868 6.557
H 0.413 -3.417 7.427
H 0.155 -1.129 6.532
H 2.561 0.530 4.381
H 1.158 0.704 5.449
H -1.613 0.805 4.883
H -1.333 -0.890 4.371
H -2.343 0.205 3.373
H -0.297 2.988 4.391
H 0.404 3.456 2.820
H 1.470 2.877 4.125
C 4.113 1.604 -6.254
C 2.682 2.082 -6.091
O 1.834 1.045 -5.586
P 1.699 0.917 -3.940
S 1.441 0.970 0.088
S -0.128 -0.108 -3.908
O 2.824 -0.208 -3.557
C 2.788 -1.623 -3.804
C 3.265 -1.957 -5.203
H 4.745 2.418 -6.622
H 4.162 0.773 -6.961
H 4.508 1.260 -5.295
H 2.262 2.379 -7.052
H 2.648 2.951 -5.425
H 1.777 -1.997 -3.651
H 3.437 -2.071 -3.053
H 2.601 -1.516 -5.948
H 3.271 -3.043 -5.332
H 4.278 -1.579 -5.369
F -3.186 6.979 5.134
C -2.987 5.930 4.322
C -2.173 6.041 3.215
F -1.568 7.214 2.963
C -1.985 4.958 2.379
F -1.181 5.147 1.321
C -2.571 3.706 2.594
S -2.303 2.346 1.544
C -3.390 3.648 3.727
F -4.018 2.506 4.043
C -3.598 4.721 4.572
F -4.395 4.599 5.646

118
Properties=species:S:1:pos:R:3 method="wB97M-V/def2-TZVPD" smiles=CC1(C)CCCC(C)(C)N1O.COC[C@H](C)N.COC[C@H](C)N.COC[C@H](C)N.COC[C@H](C)N.OCCO.OCCO homo_lumo_gap_ev=8.42 spin_multiplicity=1 homo_energy_ha=-0.291 e_above_lowest_kcal_mol=7.9
C 14.946 6.767 8.148
C 14.795 8.262 8.577
C 13.605 8.890 7.899
C 14.709 8.167 10.117
C 14.973 9.479 10.812
C 16.389 10.049 10.470
C 16.632 10.172 8.902
C 15.920 11.400 8.291
C 18.161 10.214 8.633
N 16.102 8.937 8.333
O 16.550 8.759 7.008
H 14.218 6.103 8.668
H 14.759 6.728 7.102
H 15.941 6.431 8.490
H 12.833 8.008 7.967
H 13.201 9.765 8.387
H 13.663 9.119 6.831
H 13.742 7.779 10.337
H 15.485 7.476 10.506
H 14.315 10.237 10.428
H 14.968 9.246 11.837
H 17.159 9.431 10.875
H 16.502 11.000 10.947
H 16.101 11.524 7.214
H 16.187 12.304 8.815
H 14.823 11.330 8.520
H 18.328 10.124 7.559
H 18.645 9.264 8.981
H 18.605 11.142 9.000
H 16.291 9.592 6.575
C 11.264 19.588 13.415
O 11.264 18.402 14.118
C 12.524 17.848 14.477
C 12.168 16.409 15.082
C 13.438 15.772 15.723
N 11.632 15.581 14.114
H 10.179 19.797 13.218
H 11.897 19.589 12.510
H 11.548 20.416 14.034
H 13.154 17.656 13.536
H 13.114 18.481 15.149
H 11.494 16.608 15.873
H 13.184 14.751 16.037
H 13.820 16.428 16.554
H 14.213 15.611 15.022
H 12.334 15.245 13.576
H 10.890 15.963 13.609
C 8.915 8.185 13.316
O 9.087 9.581 13.526
C 7.842 10.266 13.526
C 8.113 11.776 13.599
C 8.713 12.165 14.924
N 6.873 12.446 13.374
H 9.853 7.730 13.183
H 8.334 8.000 12.362
H 8.454 7.599 14.129
H 7.308 10.138 12.605
H 7.194 9.879 14.300
H 8.855 12.000 12.806
H 8.912 13.244 15.025
H 9.666 11.673 15.208
H 7.974 11.971 15.689
H 7.135 13.444 13.277
H 6.194 12.434 14.136
C 16.615 12.897 16.692
O 16.461 11.788 15.891
C 17.636 11.075 15.529
C 17.431 10.271 14.249
C 16.393 9.191 14.570
N 18.665 9.619 14.074
H 17.101 12.608 17.647
H 15.646 13.342 16.960
H 17.115 13.715 16.162
H 18.492 11.796 15.369
H 17.899 10.394 16.409
H 17.072 10.908 13.431
H 16.442 8.321 13.893
H 15.337 9.581 14.432
H 16.349 8.902 15.613
H 18.782 8.887 13.392
H 19.439 10.245 13.869
C 12.037 13.136 7.408
O 12.163 13.447 8.780
C 12.746 14.748 8.868
C 12.437 15.231 10.326
C 13.072 16.592 10.598
N 12.801 14.287 11.349
H 12.898 13.478 6.888
H 11.202 13.691 7.042
H 11.800 12.108 7.266
H 13.847 14.733 8.665
H 12.330 15.402 8.064
H 11.353 15.360 10.389
H 14.032 16.540 10.059
H 13.295 16.703 11.662
H 12.427 17.392 10.180
H 12.234 13.455 11.183
H 13.761 13.834 11.267
O 16.307 13.360 12.054
C 16.323 14.772 12.392
C 17.229 15.495 11.433
O 18.561 15.200 11.698
H 15.558 12.902 12.476
H 15.310 15.252 12.264
H 16.691 15.015 13.383
H 17.222 16.577 11.597
H 16.908 15.425 10.385
H 18.778 14.303 12.122
O 12.078 10.404 14.169
C 12.049 11.781 14.062
C 13.513 12.191 14.144
O 14.180 11.777 12.920
H 11.203 10.001 13.822
H 11.679 12.140 13.118
H 11.472 12.242 14.851
H 14.071 11.782 15.016
H 13.600 13.250 14.233
H 13.916 10.884 12.718

20
Properties=species:S:1:pos:R:3 method="wB97M-V/def2-TZVPD" homo_lumo_gap_ev=9.78 spin_multiplicity=1 homo_energy_ha=-0.339 e_above_lowest_kcal_mol=125.9
C 0.577 -1.163 2.081
C -0.227 1.305 0.786
O -0.612 -0.549 1.637
O 0.789 1.874 1.156
H -1.236 1.672 1.035
H 0.426 -1.545 3.095
H 1.401 -0.441 2.066
H 0.878 -2.007 1.446
C 1.190 0.186 -1.061
C -1.110 1.126 -1.583
C -0.234 0.400 -0.556
O -0.430 -1.937 -0.529
N -0.956 -0.748 -0.064
H -1.168 -2.559 -0.406
H 1.257 -0.612 -1.805
H 1.549 1.105 -1.530
H -0.730 2.142 -1.733
H -2.143 1.214 -1.236
H -1.112 0.597 -2.540
H 1.888 -0.060 -0.260

| no. | energy (a.u.) |
| --- | --- |
| 1 | -4528.92993 |
| 2 | -2100.63122 |
| 3 | -477.42486 |